(1)
C19H41BBaN6Si4Te as an isolated structure in a non-equilibrium geometry. Source: the Open Molecules 2025 dataset; level of theory: ωB97M-V/def2-TZVPD.

HOMO energy ... -6.883 eV
M ... 741.663 g/mol
DFT total energy ... -2553.51973 hartree

Geometry (Å):
H 0.7557 -0.4090 2.8757
N -0.5339 -1.1176 1.3531
B -2.3429 -2.3089 0.0220
N -1.6546 -1.9232 1.3663
C -1.9349 -2.3076 2.6275
Ba 0.7985 -0.2213 -0.9290
H -2.7795 -2.9485 2.8270
C -0.9750 -1.7419 3.4727
H -0.9021 -1.8514 4.5350
C -0.1211 -1.0014 2.6291
H -3.2562 -3.0519 0.2216
C 2.1139 0.7379 -2.5883
H 2.9061 1.3707 -2.9786
H 1.1512 1.2197 -2.8554
H 2.2298 -0.2735 -3.0203
N -1.2580 -2.9710 -0.8766
N -2.8355 -1.0199 -0.6970
N -0.0831 -2.2636 -1.2598
N -1.9333 -0.0195 -1.0262
C -1.2202 -4.2211 -1.3619
C -4.0721 -0.6867 -1.1177
H -2.0418 -4.8964 -1.1639
H -4.9005 -1.3566 -0.9551
C -0.0321 -4.3962 -2.0763
C -3.9965 0.5704 -1.7319
C 0.6474 -3.1753 -1.9973
C -2.6407 0.9511 -1.6411
H 0.2790 -5.2943 -2.5759
H -4.7989 1.1198 -2.1744
H 1.6133 -2.9037 -2.4183
H -2.1726 1.8662 -1.9891
H 2.4381 0.7351 -1.1172
C 0.2521 4.8119 1.7559
Si 1.9006 4.6635 2.6515
C 2.4936 6.3562 3.2260
C 1.7328 3.5194 4.1370
Si 3.4221 3.7196 1.1282
Te 3.0184 1.2938 1.1607
Si 3.3640 5.0270 -0.8327
C 3.5304 6.8506 -0.3893
C 4.7909 4.5046 -1.9429
C 1.7245 4.7351 -1.7077
Si 5.5819 3.9814 2.0346
C 6.0839 5.7920 2.1618
C 5.5702 3.1988 3.7476
C 6.7844 3.0707 0.9086
H -0.5088 5.1033 2.4954
H -0.0539 3.8554 1.3102
H 0.2689 5.5717 0.9637
H 1.7351 6.7421 3.9243
H 3.4482 6.3051 3.7655
H 2.5975 7.0804 2.4087
H 1.5025 2.4909 3.8308
H 2.6419 3.4973 4.7521
H 0.9054 3.8946 4.7585
H 4.4676 7.0888 0.1283
H 3.5157 7.4161 -1.3338
H 2.6965 7.2108 0.2268
H 4.7969 3.4199 -2.1142
H 4.6674 5.0017 -2.9169
H 5.7684 4.7923 -1.5340
H 1.5612 3.6723 -1.9308
H 0.8665 5.0987 -1.1282
H 1.7481 5.2821 -2.6624
H 5.3985 6.3916 2.7732
H 7.0742 5.8188 2.6422
H 6.1783 6.2697 1.1783
H 5.1926 2.1687 3.7174
H 6.6079 3.1773 4.1142
H 4.9644 3.7679 4.4654
H 6.4523 2.0417 0.7217
H 6.9190 3.5693 -0.0595
H 7.7606 3.0313 1.4149


(2)
C17H19ClN4O2 as an isolated structure in a non-equilibrium geometry. Source: the Open Molecules 2025 dataset; level of theory: ωB97M-V/def2-TZVPD.

HOMO energy ... -7.642 eV
M ... 346.818 g/mol
DFT total energy ... -1488.36174 hartree

Geometry (Å):
C -4.7432 -3.0310 -0.0803
H -5.7207 -3.1610 -0.1744
H -4.1980 -3.6295 -0.9089
H -4.3718 -3.3190 0.7988
C -4.4050 -1.7750 -0.6943
N -3.0464 -1.5421 -0.6415
C -2.3486 -1.4478 0.7159
C -2.3533 0.1211 1.0187
N -1.9508 1.0940 0.0561
C -0.5775 1.4382 0.1324
C 0.0851 2.4024 -0.7612
C -0.2804 2.7287 -2.1705
N -0.4128 2.8008 -3.2451
N 1.3912 2.5396 -0.1691
C 1.3259 1.9070 0.8347
C 2.3467 1.8827 2.1149
O 3.1099 0.5064 2.1506
C 3.9185 0.2337 1.2064
C 4.3265 1.1041 -0.1038
C 5.1215 0.5575 -0.8276
C 5.7644 -0.6828 -0.7819
C 5.4294 -1.3023 0.6208
C 4.6179 -0.7996 1.4232
H 4.3398 -1.4020 2.4488
H 6.0613 -2.1547 0.4140
Cl 7.0551 -1.2547 -1.8354
H 5.3660 0.8760 -1.8518
H 3.7407 2.0760 -0.2993
H 1.8946 2.0412 3.0878
H 3.1592 2.6810 1.8338
O 0.1557 1.4204 1.1943
C -2.6882 0.9549 -1.2072
H -2.2524 1.7451 -1.7813
C -2.5818 -0.5782 -1.6635
H -3.1842 -0.5999 -2.5498
H -1.4717 -0.4534 -1.8557
H -3.6708 1.2263 -1.0157
H -1.7063 0.1983 2.2947
H -3.3807 0.3907 1.4306
H -2.7556 -1.9119 1.3687
H -1.1301 -1.6392 0.5048
H -5.0281 -1.2925 -1.2661
H -4.9511 -0.9496 0.2343


(3)
C38H33B2BrF2LiN7O2 as an isolated structure in a non-equilibrium geometry. Source: the Open Molecules 2025 dataset; level of theory: ωB97M-V/def2-TZVPD.

HOMO energy ... 0.514 eV
Charge ... -2
M ... 766.194 g/mol
DFT total energy ... -4832.95732 hartree

Geometry (Å):
Li -0.1622 0.3253 0.3604
C 1.5764 2.0678 4.6746
C 1.0590 2.3454 3.3061
C 0.3242 3.4265 2.8606
C 0.0946 3.1727 1.4949
N 0.6563 2.0135 1.1778
N 1.2304 1.5122 2.2567
B 2.0460 0.2139 2.1379
N 2.7349 0.2219 0.7677
N 2.0433 0.2504 -0.3674
C 2.9100 0.2598 -1.3814
C 4.2227 0.2381 -0.8594
C 4.0623 0.2173 0.5071
C 5.1321 0.1889 1.5457
C 2.4968 0.3006 -2.7646
C 3.4254 0.1810 -3.8122
C 3.0198 0.2338 -5.1281
C 1.6774 0.4070 -5.4467
C 0.7451 0.5255 -4.4163
C 1.1438 0.4739 -3.1005
N 1.1624 -1.0424 2.2156
N 0.5309 -1.4921 1.1349
C 0.0036 -2.6759 1.4293
C 0.3003 -2.9928 2.7654
C 1.0483 -1.9311 3.2249
C 1.6596 -1.7775 4.5726
C -0.5576 -3.5713 0.4359
C -0.1942 -3.4320 -0.9050
C -0.5745 -4.3813 -1.8317
C -1.3281 -5.4806 -1.4495
C -1.7313 -5.6023 -0.1294
C -1.3476 -4.6614 0.8058
C -0.5341 3.9936 0.4745
C -1.2142 5.1742 0.7676
C -1.7724 5.9328 -0.2458
C -1.6708 5.5261 -1.5643
C -0.9895 4.3572 -1.8647
C -0.4184 3.6054 -0.8609
H 1.4379 2.9369 5.3161
H 2.6344 1.8086 4.6465
H 1.0348 1.2267 5.1016
H 0.0036 4.2677 3.4454
H 2.8729 0.1853 2.9966
H 5.1560 0.2548 -1.3893
H 6.1104 0.1979 1.0650
H 5.0506 -0.7092 2.1582
H 5.0566 1.0580 2.1988
H 4.4743 0.0425 -3.5865
H 3.7540 0.1386 -5.9224
H 1.3627 0.4482 -6.4824
H -0.3021 0.6613 -4.6552
H 0.4277 0.5731 -2.2977
H 0.0293 -3.8724 3.3166
H 1.7511 -2.7552 5.0446
H 1.0162 -1.1571 5.1917
H 2.6405 -1.3109 4.5089
H 0.4056 -2.5805 -1.1927
H -0.2672 -4.2815 -2.8653
H -1.6026 -6.2355 -2.1753
H -2.3449 -6.4437 0.1688
H -1.6764 -4.7594 1.8301
H -1.3244 5.5010 1.7931
H -2.3018 6.8474 -0.0051
H -2.1313 6.1109 -2.3516
H -0.9068 4.0272 -2.8910
H 0.1116 2.6946 -1.0810
Br -6.7687 -1.1982 -3.6121
C -4.9507 -1.0822 -3.0088
C -4.0476 -2.0058 -3.5013
C -2.7342 -1.9326 -3.0626
C -2.3527 -0.9568 -2.1608
C -3.2742 -0.0301 -1.6960
C -4.5932 -0.0922 -2.1231
C -2.8591 1.0645 -0.6873
O -3.7005 1.9199 -0.4201
O -1.6830 0.9701 -0.2748
H -4.3596 -2.7792 -4.1925
H -2.0173 -2.6566 -3.4245
H -1.3431 -0.8984 -1.7837
H -5.2921 0.6450 -1.7534
F -2.7243 -1.5892 1.0039
B -3.0962 -1.1565 2.2579
F -4.3831 -1.5868 2.5750
N -1.4430 -0.0103 4.0144
C -2.1815 -0.6497 3.2348
H -1.4813 1.0252 3.9415